# 1
{"formula": "C11H31BiClI2N3P2", "method": "the ωB97M-V functional and the def2-TZVPD basis", "elements": ["I", "I", "Bi", "P", "C", "C", "H", "H", "H", "H", "H", "H", "C", "H", "H", "H", "P", "C", "C", "H", "H", "H", "C", "H", "H", "H", "H", "H", "H", "Cl", "C", "N", "C", "C", "N", "N", "C", "C", "H", "H", "H", "H", "H", "H", "H", "H", "H", "H", "H", "H", "H"], "positions_angstrom": [[0.1020, -0.9293, -3.2550], [0.0302, 2.8643, -3.6456], [-0.0203, 1.3092, -1.2622], [-2.8937, 1.4305, -1.2461], [-3.6894, 1.4305, -2.8972], [-3.6599, 0.1749, -0.1841], [-4.4659, 0.6867, 0.3923], [-4.3841, 3.1628, -0.3361], [-2.8496, -0.2545, 0.4521], [-2.7121, 3.2831, 0.3003], [-3.4598, 0.4894, -3.4150], [-4.0829, -0.6192, -0.8454], [-3.3163, 3.0725, -0.5973], [-4.7843, 1.5330, -2.8304], [-3.0734, 3.8511, -1.3421], [-3.2671, 2.2393, -3.5128], [3.0394, 1.3960, -1.0925], [3.8408, 1.3297, -2.7618], [3.3939, 3.0963, -0.5166], [3.4667, 0.2880, 0.9829], [5.0227, 0.7441, 0.1579], [4.0704, -0.6914, -0.3690], [4.0121, 0.3263, 0.0349], [2.7550, 3.2966, 0.3568], [4.4454, 3.2706, -0.2468], [4.9416, 1.3605, -2.7172], [3.4417, 2.1472, -3.3805], [3.1062, 3.8233, -1.2897], [3.5191, 0.3917, -3.2347], [0.1521, 2.8991, 0.7735], [1.9269, -3.2709, 0.9439], [0.4979, -3.0221, 1.1065], [-0.2019, -4.0202, 1.8747], [0.0382, -1.7378, 1.0084], [0.5715, -0.8407, 0.1792], [-0.8910, -1.3088, 1.9526], [-2.0847, -2.0313, 2.3598], [-0.5015, -0.3022, 2.9343], [2.1744, -4.2462, 1.3841], [2.5238, -2.4844, 1.4292], [2.2122, -3.2787, -0.1131], [-0.3254, -3.6892, 2.9022], [-1.1766, -4.2822, 1.4500], [0.4132, -4.9097, 1.8260], [0.8590, -1.3402, -0.6878], [-1.9456, -2.8073, 3.1309], [-2.8011, -1.3175, 2.7879], [-2.6607, -2.4306, 1.5179], [-1.4397, 0.1406, 3.3278], [0.0998, -0.7516, 3.7715], [0.0306, 0.5286, 2.4417]], "nbo_charge": [-0.193, -0.132, 1.061, 1.152, -0.961, -0.979, 0.286, 0.285, 0.273, 0.278, 0.273, 0.282, -0.987, 0.290, 0.280, 0.280, 1.111, -0.950, -0.977, 0.264, 0.277, 0.261, -0.944, 0.270, 0.278, 0.281, 0.268, 0.267, 0.261, -0.421, -0.407, -0.411, -0.406, 0.707, -0.854, -0.514, -0.421, -0.407, 0.238, 0.205, 0.209, 0.205, 0.220, 0.231, 0.389, 0.209, 0.218, 0.211, 0.217, 0.206, 0.219], "e_above_lowest_kj_mol": 93.6, "e_tot_ev": -69506.087, "largest_force_ev_per_a": 1.45, "total_charge": 2, "orbital_gap_ev": [4.18, 4.18]}

---

# 2
{"formula": "C11H32B4F16N3O3", "method": "the ωB97M-V functional and the def2-TZVPD basis", "elements": ["C", "C", "O", "N", "H", "H", "C", "H", "H", "H", "H", "H", "H", "C", "C", "C", "O", "C", "N", "H", "H", "H", "H", "H", "H", "H", "H", "H", "H", "H", "H", "C", "C", "C", "O", "C", "N", "H", "H", "H", "H", "H", "H", "H", "H", "H", "H", "H", "H", "B", "F", "F", "F", "F", "B", "F", "F", "F", "F", "B", "F", "F", "F", "F", "B", "F", "F", "F", "F"], "positions_angstrom": [[-2.4428, 0.3708, 2.1717], [-2.1667, 0.6342, 0.6700], [-3.1428, 0.7307, -0.0773], [-0.7518, 1.0497, 0.1692], [-0.7016, 2.0566, 0.2291], [-0.0495, 0.6358, 0.7655], [-0.4609, 0.4993, -1.2261], [-1.8515, -0.4598, 2.5572], [-3.5280, 0.2770, 2.2121], [-2.1303, 1.2854, 2.6757], [0.5992, 0.5744, -1.4683], [-1.1115, 0.8191, -2.0400], [-0.4692, -0.5792, -1.0681], [6.2023, 3.2969, -3.2595], [5.0993, 4.3102, -3.4541], [4.8973, 5.2734, -2.2116], [4.1199, 4.4546, -1.3028], [3.8282, 5.0087, -0.0362], [5.5709, 5.0304, -4.7348], [5.1789, 5.9516, -4.8684], [6.5252, 5.3373, -4.6110], [5.5508, 4.5247, -5.6088], [6.1434, 2.8259, -2.2783], [7.2519, 3.5900, -3.2847], [6.1099, 2.5100, -4.0081], [4.1615, 3.7916, -3.6529], [4.4038, 6.1859, -2.5462], [5.8606, 5.4628, -1.7380], [3.5102, 6.0469, 0.0585], [4.6655, 4.9134, 0.6552], [2.9810, 4.4774, 0.3975], [-3.0346, -5.4401, -0.3761], [-2.8119, -6.7711, 0.3071], [-1.3607, -6.9759, 0.7976], [-1.1282, -8.2349, 1.3808], [0.2341, -8.4107, 1.8785], [-3.7817, -6.9584, 1.4834], [-4.7513, -7.0784, 1.2274], [-3.5012, -7.7718, 2.0123], [-3.8163, -6.1990, 2.1485], [-4.0779, -5.2663, -0.6394], [-2.4721, -5.4106, -1.3092], [-2.7338, -4.6006, 0.2507], [-3.1036, -7.5804, -0.3623], [-1.0018, -6.2531, 1.5303], [-0.6357, -6.9323, -0.0152], [0.8380, -8.9436, 1.1440], [0.1314, -9.1155, 2.7036], [1.0043, -7.6565, 2.0400], [-2.2722, 5.6186, -5.1446], [-2.8977, 6.4986, -4.2232], [-3.3184, 4.8839, -5.7948], [-1.4852, 6.3015, -6.0775], [-1.5236, 4.7588, -4.3606], [3.3307, -1.3698, 2.2049], [2.3805, -0.6951, 2.9952], [4.2699, -2.0075, 2.9804], [2.8316, -2.2992, 1.4119], [3.8821, -0.5428, 1.3072], [-7.2576, -3.2083, 3.9836], [-7.7046, -3.2772, 5.2644], [-7.7555, -4.3055, 3.3158], [-7.6256, -1.9974, 3.3941], [-5.8685, -3.3076, 4.0254], [-1.3434, 5.9323, 3.8358], [-2.6472, 6.2219, 4.1428], [-0.6484, 7.1274, 3.8523], [-0.9548, 5.2557, 4.8956], [-1.2425, 5.1248, 2.7030]], "nbo_charge": [-0.711, 0.693, -0.445, -0.577, 0.465, 0.455, -0.429, 0.251, 0.286, 0.278, 0.243, 0.269, 0.219, -0.666, -0.049, -0.069, -0.531, -0.272, -0.673, 0.439, 0.426, 0.446, 0.278, 0.220, 0.224, 0.258, 0.188, 0.186, 0.194, 0.178, 0.224, -0.641, -0.051, -0.091, -0.558, -0.297, -0.673, 0.445, 0.445, 0.452, 0.242, 0.250, 0.238, 0.222, 0.198, 0.203, 0.184, 0.209, 0.219, 1.344, -0.586, -0.591, -0.580, -0.587, 1.306, -0.581, -0.571, -0.575, -0.575, 1.323, -0.569, -0.585, -0.572, -0.595, 1.312, -0.580, -0.576, -0.569, -0.586], "e_above_lowest_kj_mol": 564.3, "e_tot_ev": -68742.480, "largest_force_ev_per_a": 5.29, "total_charge": -1, "orbital_gap_ev": 6.30}